[1]
The following is a DFT calculation (the ωB97M-V functional and the def2-TZVPD basis) of a molecular structure, C37H41GeN6OSV.

Output
Kohn-Sham gap (spin up / spin down)   7.21 / 6.69 eV
HOMO level (spin up / spin down)   -0.3295 / -0.3105 Ha
Relative energy (zero: lowest compared OMol25 entry of this formula, charge and spin)   0.070 eV
E   -143057.733 eV
LUMO level (spin up / spin down)   -1.76 / -1.76 eV
Net charge   +1
Multiplicity   2
⟨S²⟩   0.7580

Atoms and positions in Å:
Ge 2.77 1.76 0.31
V 0.04 -0.27 0.57
S -0.50 1.10 2.57
O 1.66 -0.81 1.69
N -2.76 0.74 -0.28
N 2.63 -2.17 3.18
N -1.44 0.80 -0.50
N 0.78 -1.57 -0.99
N 0.62 -2.89 -0.79
N -1.36 -1.64 0.79
C -3.41 -0.35 0.41
C 0.77 -5.03 2.22
C -4.79 -0.24 0.58
C 4.06 0.50 1.10
C 4.62 3.61 -3.64
C 1.15 3.96 1.26
C -3.39 1.76 -0.91
C 3.42 2.91 -3.70
C 5.26 3.76 -2.42
C 2.99 3.46 2.71
C -0.93 -3.33 2.53
C 2.88 2.36 -2.55
C -2.43 2.51 -1.56
C -1.79 2.34 2.34
C -5.57 -1.27 1.09
C 1.02 -4.49 0.97
C 1.55 -6.22 2.71
C 1.14 -1.43 -2.26
C 0.29 -3.40 0.49
C -3.56 -2.57 1.27
C -7.06 -1.10 1.23
C 1.49 5.25 3.26
C 2.60 4.48 3.56
C 2.27 3.17 1.55
C -4.92 -2.46 1.40
C 2.61 -1.07 2.43
C 1.23 -2.68 -2.89
C 0.87 -3.58 -1.92
C 0.76 4.99 2.11
C -0.72 -2.79 1.25
C -2.73 -1.52 0.83
C 4.72 3.21 -1.27
C -0.21 -4.42 3.00
C 3.78 -0.12 2.47
C -1.33 0.06 3.78
C 3.52 2.50 -1.32
C -1.23 1.87 -1.27
H -1.68 -2.88 3.16
H 1.19 6.05 3.92
H -2.59 3.39 -2.16
H 3.42 -2.39 3.77
H -5.50 -3.31 1.75
H 5.04 4.04 -4.53
H 0.77 -4.65 -1.95
H -5.30 0.67 0.30
H 1.81 -4.90 0.35
H 1.43 -7.07 2.04
H 6.19 4.31 -2.36
H -0.66 -0.76 4.02
H 1.48 -2.88 -3.91
H -1.55 0.63 4.68
H 3.52 0.65 3.21
H 1.85 -2.82 3.13
H -2.25 -0.35 3.36
H 1.94 1.82 -2.61
H -2.75 1.86 2.14
H -7.31 -0.18 1.77
H 3.88 2.88 2.95
H -7.55 -1.06 0.26
H -1.87 2.97 3.22
H -1.52 2.95 1.48
H -0.43 -4.81 3.99
H 1.32 -0.45 -2.66
H 5.23 3.36 -0.32
H 4.24 -0.29 0.36
H -4.45 1.89 -0.91
H -7.49 -1.94 1.79
H -0.10 5.59 1.86
H 4.99 1.07 1.16
H 3.18 4.69 4.45
H 4.67 -0.63 2.85
H 0.57 3.77 0.36
H 2.91 2.80 -4.65
H 1.20 -6.53 3.70
H 2.61 -6.01 2.78
H 1.43 1.12 -0.21
H -3.10 -3.52 1.51
H -0.23 2.12 -1.58

***

[2]
The following is a DFT calculation (the ωB97M-V functional and the def2-TZVPD basis) of 2 unconnected molecules or ions with the total composition C37H41N2O.

Output
Kohn-Sham gap   5.39 eV
HOMO level   -0.3900 Ha
Relative energy (zero: lowest compared OMol25 entry of this formula, charge and spin)   0.000 eV
E   -44055.671 eV
LUMO level   -5.23 eV
Net charge   +1

Atoms and positions in Å:
O -1.86 0.06 -2.65
N -0.46 -2.08 -1.69
N -1.28 -0.55 4.92
C 2.35 0.90 -2.31
C -1.35 0.32 3.89
C 0.44 0.04 -3.52
C -0.08 0.31 3.21
C 5.73 3.08 1.79
C 1.02 0.46 -2.32
C -0.96 -0.60 -3.53
C 0.43 -2.09 5.91
C 3.70 2.35 3.12
C 1.59 1.70 2.01
C -2.33 2.58 4.15
C -1.74 -4.03 -2.15
C -0.74 -3.41 -1.16
C -3.77 0.60 4.58
C 4.28 2.71 1.89
C -1.63 -0.47 -4.89
C -0.75 -2.06 -3.10
C -0.02 -1.13 5.02
C 2.12 2.31 0.83
C 3.43 2.77 0.78
C 1.76 -2.52 5.79
C -3.09 1.15 2.26
C 3.06 1.02 -3.52
C 1.15 0.15 -4.72
C -2.64 1.15 3.71
C -2.14 -1.26 -7.13
C 2.60 -1.94 4.82
C -1.49 -1.44 -5.90
C 2.37 1.92 3.19
C 2.11 -0.99 3.92
C 0.38 0.92 2.01
C 2.46 0.64 -4.72
C -2.94 -0.14 -7.33
C -3.06 0.83 -6.33
C -1.93 -3.02 -3.29
C -2.41 0.66 -5.11
C 0.78 -0.57 4.01
H 0.45 0.46 -1.40
H 1.97 1.65 4.16
H -2.03 -0.77 5.56
H -2.51 1.40 -4.32
H -2.42 1.73 1.62
H -2.08 2.61 5.22
H -3.22 3.20 3.98
H 4.31 2.39 4.03
H 6.40 2.27 2.11
H -1.49 2.99 3.58
H 1.49 2.33 -0.07
H 0.18 -4.01 -1.12
H -4.01 -0.44 4.34
H -1.69 -0.30 -1.76
H 0.44 -1.69 -1.43
H 0.67 -0.15 -5.65
H 3.65 -2.23 4.77
H -0.16 0.75 1.08
H 2.75 -0.57 3.14
H 2.16 -3.30 6.44
H 5.99 3.97 2.39
H 4.08 1.40 -3.52
H -3.18 0.13 1.87
H -3.65 1.74 -6.49
H -0.24 -2.50 6.67
H 0.10 -2.48 -3.68
H 5.98 3.32 0.75
H -4.09 1.61 2.21
H -1.99 -2.01 -7.92
H -3.57 0.70 5.65
H -3.47 -0.01 -8.28
H -1.37 -4.98 -2.54
H 2.98 0.73 -5.67
H 3.84 3.18 -0.15
H -1.15 -3.36 -0.14
H -1.93 -3.47 -4.28
H -2.69 -4.21 -1.66
H -0.86 -2.31 -5.72
H -4.67 1.19 4.37
H 2.82 1.14 -1.36
H -2.87 -2.45 -3.19

***

[3]
The following is a DFT calculation (the ωB97M-V functional and the def2-TZVPD basis) of a molecular structure, C37H41NO4PRuS4SeSi2.

Output
Kohn-Sham gap (spin up / spin down)   5.76 / 6.10 eV
HOMO level (spin up / spin down)   -0.0566 / -0.0713 Ha
Relative energy (zero: lowest compared OMol25 entry of this formula, charge and spin)   4.160 eV
E   -185031.311 eV
LUMO level (spin up / spin down)   4.22 / 4.16 eV
Net charge   -2
Multiplicity   2
⟨S²⟩   1.2440

Atoms and positions in Å:
Ru 0.47 0.22 -0.07
Se -1.72 -1.16 0.92
S -2.35 1.29 -0.57
S -0.56 -0.06 -2.49
S 1.28 1.26 2.70
S -3.11 1.11 -3.38
P 0.67 2.83 0.11
Si 3.82 0.11 -1.34
Si -3.69 -1.91 0.02
O 2.24 1.41 1.60
O 0.07 0.54 2.31
O 1.84 0.83 3.96
O 0.82 -2.61 -0.17
N 2.55 -0.65 -0.48
C 4.13 5.02 -0.33
C 2.22 -3.68 1.53
C -1.70 -5.82 -0.86
C 2.30 3.78 -1.98
C 3.08 4.30 0.21
C -2.04 4.51 -2.54
C -5.04 -0.54 -0.05
C -3.58 -2.66 -1.75
C -2.94 5.16 -1.73
C 3.10 0.73 -2.99
C 0.80 2.98 2.92
C -0.27 -4.06 -1.65
C -1.68 4.44 0.19
C 2.11 3.71 -0.60
C 4.25 5.16 -1.71
C 2.79 -1.53 0.51
C 0.68 4.99 4.22
C 4.18 -2.51 2.25
C 5.18 -1.16 -1.86
C -2.02 0.78 -2.17
C 4.83 1.51 -0.47
C 0.00 -3.68 -0.33
C 3.36 -3.62 2.33
C -1.12 -5.12 -1.90
C -2.77 5.10 -0.35
C 0.78 3.61 4.15
C 3.91 -1.50 1.35
C 0.69 3.70 1.74
C 0.63 5.09 1.81
C -1.46 -5.42 0.45
C 0.63 5.72 3.04
C 1.91 -2.64 0.68
C -0.72 3.84 -0.62
C -0.95 3.84 -2.00
C 3.34 4.51 -2.53
C -0.63 -4.35 0.72
C -4.42 -3.25 1.21
H 1.64 3.24 -2.63
H 3.44 1.72 -3.23
H -3.49 5.56 0.31
H 3.37 0.07 -3.81
H -1.35 -5.38 -2.93
H 4.74 -2.01 -2.37
H 0.61 5.66 0.90
H -3.81 5.65 -2.15
H 5.06 -2.45 2.88
H 5.80 1.17 -0.12
H 2.01 0.74 -2.92
H 4.86 5.48 0.32
H -4.46 -2.87 2.22
H 3.44 4.57 -3.60
H -3.79 -4.14 1.22
H -2.86 -3.47 -1.78
H 4.57 -0.65 1.28
H -1.95 -5.94 1.27
H 0.67 5.50 5.18
H -3.24 -1.90 -2.45
H -4.54 -3.04 -2.10
H 0.16 -3.48 -2.45
H -0.32 3.27 -2.65
H -4.78 0.19 -0.81
H -2.20 4.48 -3.61
H 5.06 5.73 -2.13
H 3.58 -4.43 3.00
H 3.03 4.18 1.28
H 5.89 -0.70 -2.54
H 4.25 1.85 0.39
H -2.37 -6.64 -1.07
H 4.98 2.36 -1.12
H -0.50 -4.01 1.73
H -6.03 -0.94 -0.27
H 0.88 3.00 5.04
H 1.57 -4.54 1.59
H -5.42 -3.54 0.91
H -5.09 0.00 0.90
H 0.59 6.81 3.08
H 5.74 -1.55 -1.01
H -1.61 4.37 1.26

***

Repeat the first record exactly.
The following is a DFT calculation (the ωB97M-V functional and the def2-TZVPD basis) of a molecular structure, C37H41GeN6OSV.

Output
Kohn-Sham gap (spin up / spin down)   7.21 / 6.69 eV
HOMO level (spin up / spin down)   -0.3295 / -0.3105 Ha
Relative energy (zero: lowest compared OMol25 entry of this formula, charge and spin)   0.070 eV
E   -143057.733 eV
LUMO level (spin up / spin down)   -1.76 / -1.76 eV
Net charge   +1
Multiplicity   2
⟨S²⟩   0.7580

Atoms and positions in Å:
Ge 2.77 1.76 0.31
V 0.04 -0.27 0.57
S -0.50 1.10 2.57
O 1.66 -0.81 1.69
N -2.76 0.74 -0.28
N 2.63 -2.17 3.18
N -1.44 0.80 -0.50
N 0.78 -1.57 -0.99
N 0.62 -2.89 -0.79
N -1.36 -1.64 0.79
C -3.41 -0.35 0.41
C 0.77 -5.03 2.22
C -4.79 -0.24 0.58
C 4.06 0.50 1.10
C 4.62 3.61 -3.64
C 1.15 3.96 1.26
C -3.39 1.76 -0.91
C 3.42 2.91 -3.70
C 5.26 3.76 -2.42
C 2.99 3.46 2.71
C -0.93 -3.33 2.53
C 2.88 2.36 -2.55
C -2.43 2.51 -1.56
C -1.79 2.34 2.34
C -5.57 -1.27 1.09
C 1.02 -4.49 0.97
C 1.55 -6.22 2.71
C 1.14 -1.43 -2.26
C 0.29 -3.40 0.49
C -3.56 -2.57 1.27
C -7.06 -1.10 1.23
C 1.49 5.25 3.26
C 2.60 4.48 3.56
C 2.27 3.17 1.55
C -4.92 -2.46 1.40
C 2.61 -1.07 2.43
C 1.23 -2.68 -2.89
C 0.87 -3.58 -1.92
C 0.76 4.99 2.11
C -0.72 -2.79 1.25
C -2.73 -1.52 0.83
C 4.72 3.21 -1.27
C -0.21 -4.42 3.00
C 3.78 -0.12 2.47
C -1.33 0.06 3.78
C 3.52 2.50 -1.32
C -1.23 1.87 -1.27
H -1.68 -2.88 3.16
H 1.19 6.05 3.92
H -2.59 3.39 -2.16
H 3.42 -2.39 3.77
H -5.50 -3.31 1.75
H 5.04 4.04 -4.53
H 0.77 -4.65 -1.95
H -5.30 0.67 0.30
H 1.81 -4.90 0.35
H 1.43 -7.07 2.04
H 6.19 4.31 -2.36
H -0.66 -0.76 4.02
H 1.48 -2.88 -3.91
H -1.55 0.63 4.68
H 3.52 0.65 3.21
H 1.85 -2.82 3.13
H -2.25 -0.35 3.36
H 1.94 1.82 -2.61
H -2.75 1.86 2.14
H -7.31 -0.18 1.77
H 3.88 2.88 2.95
H -7.55 -1.06 0.26
H -1.87 2.97 3.22
H -1.52 2.95 1.48
H -0.43 -4.81 3.99
H 1.32 -0.45 -2.66
H 5.23 3.36 -0.32
H 4.24 -0.29 0.36
H -4.45 1.89 -0.91
H -7.49 -1.94 1.79
H -0.10 5.59 1.86
H 4.99 1.07 1.16
H 3.18 4.69 4.45
H 4.67 -0.63 2.85
H 0.57 3.77 0.36
H 2.91 2.80 -4.65
H 1.20 -6.53 3.70
H 2.61 -6.01 2.78
H 1.43 1.12 -0.21
H -3.10 -3.52 1.51
H -0.23 2.12 -1.58